54
Properties=species:S:1:pos:R:3:forces:R:3 method="wB97M-V/def2-TZVPD" energy_ha=-1488.09478 homo_energy_ha=-0.3155 relative_energy_kcal_mol=411.3 e_lumo_ev=-0.67
N 4.70673 0.83938 -2.94474 -1.5 4.2 1.5
C 4.14708 2.01446 -3.46415 1.9 -2.9 0.0
O 4.07151 2.15671 -4.64553 -0.3 0.7 -1.6
C 3.83527 3.05391 -2.46726 1.3 1.5 -4.9
O 3.39202 2.59871 -1.38369 3.9 -0.3 9.5
C 2.36863 1.90342 -1.18776 -3.3 -4.1 3.6
C 1.61236 1.75776 -2.20238 -8.6 -4.3 -6.6
C 0.19432 0.90759 -2.18315 3.8 1.3 3.7
C -0.12868 0.43140 -0.93081 0.1 1.2 1.4
C 0.69736 0.72310 0.25832 3.7 1.0 -7.9
C 1.99978 1.13839 0.08967 -3.6 2.3 -5.4
H 2.63368 1.38097 0.77806 3.5 0.8 4.8
H 0.37858 0.46424 1.11927 -2.1 -2.0 6.0
C -1.42501 -0.32433 -0.56817 -1.9 5.9 -4.5
N -1.34447 -1.59379 -0.21199 1.1 -4.4 5.3
C -1.66397 -1.71728 1.19734 -1.1 8.5 -6.7
O -1.78845 -2.61924 1.82414 0.0 -9.3 5.9
C -2.33012 -0.38342 1.51869 -1.4 -5.7 5.8
C -2.35519 0.30799 0.48081 3.0 6.2 -5.0
C -2.64152 1.74962 0.58055 -0.4 1.0 -8.0
O -2.62025 2.59014 -0.49248 0.1 -4.1 6.4
C -3.24743 1.96609 1.84262 0.1 9.7 -6.7
C -3.96031 3.19551 2.06554 0.9 5.5 -2.1
C -4.50721 3.54449 3.29302 -1.8 -1.6 -4.5
C -4.90109 2.37714 3.99157 -4.3 11.8 8.4
C -4.29539 1.31745 3.99936 4.9 -6.4 -4.5
C -3.57185 1.23970 2.73712 -1.1 -13.9 10.1
O -3.07880 -0.35784 2.64817 0.8 4.3 -1.1
H -4.16710 0.60616 4.73550 -0.2 -1.6 1.1
H -5.27561 2.84635 5.15308 0.1 -2.0 -3.2
H -5.12729 4.42765 3.33517 0.4 0.3 0.3
H -3.94857 4.04505 1.10480 0.3 -2.7 3.0
C -0.61108 -2.67823 -0.75905 1.6 3.9 -5.4
H -0.88238 -2.50378 -1.90712 0.9 -1.4 2.1
H -0.91315 -3.51398 -0.37137 -2.9 -4.9 1.9
C 0.93973 -2.74558 -0.59721 -2.0 7.3 -8.7
H 1.18735 -1.76380 -1.42718 0.1 -2.8 2.0
C 1.74092 -3.88348 -0.81073 -3.7 -5.4 -7.5
H 2.63401 -3.78847 -1.35671 1.7 0.8 0.5
H 1.19114 -4.55539 -1.77022 1.1 1.3 2.6
C 1.59552 -4.52849 0.48629 1.6 -4.9 -3.2
H 1.00876 -5.39352 0.50137 -2.3 -0.6 0.1
C 1.46171 -3.46254 1.31291 -4.7 2.9 8.1
H 2.22825 -3.29494 2.04887 0.2 -0.1 0.5
O 1.40360 -2.35835 0.52174 1.3 4.6 5.6
H 0.28148 -3.55268 1.95948 3.5 0.2 -1.5
H 2.45629 -5.04900 0.56221 3.6 -1.4 1.2
H -2.07237 -0.11327 -1.49250 0.6 -0.9 0.5
H -0.48812 0.70059 -2.97379 0.1 0.3 -1.0
H 1.84536 1.89153 -3.27668 0.1 0.8 1.1
H 3.08416 3.64370 -2.88616 -0.9 1.8 -1.4
H 4.74294 3.56398 -2.26528 0.8 0.9 -0.1
H 4.52421 0.60970 -2.00888 0.0 -0.5 1.1
H 4.98264 0.18848 -3.56069 0.9 -2.8 -2.5